(1)
C6H11NO | the ωB97M-V functional and the def2-TZVPD basis

The geometry in ORCA input format:
```
! RIJCOSX wB97M-V def2-TZVPD def2/J DEFGRID3
* xyz 0 1
C 0.31401 -2.56969 -2.83380
N 0.43548 -2.81236 -1.60411
C -0.14782 -1.99605 -0.59749
C 0.49486 -0.96745 -0.07180
C -0.13657 -0.15105 1.03367
C -0.38130 1.30195 0.57773
C -0.32012 2.30634 1.72539
O -0.06715 3.59492 1.22048
H -0.21574 -1.70503 -3.22064
H 0.79103 -3.24796 -3.51914
H -1.05217 -2.45432 -0.23248
H 1.34192 -0.49377 -0.56229
H -1.08985 -0.58680 1.35080
H 0.47863 -0.13893 1.93080
H -1.32377 1.39100 0.03982
H 0.43774 1.61602 -0.07294
H 0.46014 1.98673 2.42784
H -1.24948 2.29554 2.31690
H 0.50931 4.13520 1.78346
*
```

Calculated values
Orbital gap, eV: 9.68
HOMO energy, eV: -8.7

(2)
C43H47N4RuSb | the ωB97M-V functional and the def2-TZVPD basis

The geometry in ORCA input format:
```
! RIJCOSX wB97M-V def2-TZVPD def2/J DEFGRID3
* xyz 1 6
Ru -0.35998 1.05795 -0.05953
C -0.27988 0.83395 3.22265
C -1.08707 2.09526 3.50720
C -1.30040 2.98882 2.28423
N -1.74579 2.26351 1.09959
C -3.03609 2.07101 0.86586
C -4.03954 2.46463 1.78674
C -5.41277 2.44013 1.71418
C -6.26206 1.98052 0.71043
C -5.86363 1.41400 -0.47595
C -4.58224 1.17971 -0.97010
C -3.31365 1.44692 -0.44619
N -2.20251 1.15595 -1.13885
C -2.30749 0.82474 -2.55173
C -0.93658 0.91720 -3.20224
C -0.22452 2.23604 -2.93297
N 0.46011 2.21694 -1.64049
C 1.26092 3.22490 -1.30321
C 1.41357 4.34574 -2.14616
C 2.25945 5.44015 -2.08987
C 3.26973 5.72807 -1.19277
C 3.59298 4.97312 -0.07576
C 2.97291 3.86213 0.46096
C 1.85543 3.09782 0.03969
N 1.31369 2.15514 0.81456
C 1.81879 2.07418 2.19337
C 1.23269 0.99560 3.10015
H -0.69130 0.34992 2.32104
H -0.47202 0.09786 4.00816
H -0.58415 2.69479 4.27265
H -2.05372 1.80634 3.92692
H -0.36564 3.47675 2.01504
H -1.99443 3.79466 2.53179
H -3.66115 2.86385 2.71572
H -5.90985 2.83775 2.59268
H -7.32572 2.06583 0.88791
H -6.66125 1.09047 -1.13586
H -4.57060 0.69842 -1.93711
H -2.99172 1.52702 -3.04317
H -2.72403 -0.17892 -2.70490
H -1.03618 0.75724 -4.27725
H -0.30202 0.10321 -2.84077
H -0.95354 3.05641 -2.95584
H 0.50170 2.43048 -3.72807
H 0.74545 4.35583 -2.99434
H 2.12242 6.15624 -2.89244
H 3.85919 6.61615 -1.37791
H 4.44501 5.32592 0.49500
H 3.42484 3.52445 1.37985
H 1.69702 3.06030 2.65853
H 2.89580 1.87748 2.17695
H 1.63683 1.21504 4.09316
H 1.65795 0.03365 2.82180
C 1.65799 -4.60571 -0.90304
C 2.06304 -3.53103 -1.87700
C 2.89765 -3.85493 -2.94460
C 3.34461 -2.89605 -3.84166
C 2.97535 -1.56948 -3.68104
C 2.13826 -1.22612 -2.62849
C 1.66720 -2.19563 -1.74755
Sb 0.46736 -1.54387 -0.13639
C -1.22899 -2.83128 -0.08539
C -1.86279 -3.10328 1.12634
C -3.01431 -3.87138 1.18627
C -3.55671 -4.37142 0.01478
C -2.96385 -4.06464 -1.19698
C -1.81029 -3.28468 -1.28286
C -1.28449 -2.98882 -2.66451
C 2.00762 -1.90080 1.30781
C 3.11915 -1.14403 0.93146
C 4.28318 -1.15664 1.68479
C 4.34490 -1.94292 2.82245
C 3.24503 -2.69868 3.19618
C 2.05910 -2.68699 2.46314
C 0.89993 -3.49959 2.96116
H 1.91427 -5.58883 -1.29384
H 0.58621 -4.60156 -0.69639
H 2.17923 -4.47907 0.05005
H 3.20697 -4.88586 -3.06848
H 3.99293 -3.18574 -4.65795
H 3.33699 -0.80888 -4.35992
H 1.87073 -0.18376 -2.48726
H -1.47279 -2.70188 2.04945
H -3.48295 -4.06963 2.14081
H -4.45091 -4.97992 0.04001
H -3.41094 -4.42767 -2.11495
H -2.09907 -3.04675 -3.38615
H -0.51391 -3.69764 -2.97226
H -0.84659 -1.99668 -2.74888
H 3.09136 -0.52868 0.03756
H 5.13382 -0.56331 1.37590
H 5.24788 -1.97450 3.41766
H 3.29778 -3.31264 4.08682
H 1.17110 -4.05412 3.85752
H 0.55020 -4.21472 2.21432
H 0.06374 -2.85145 3.22773
*
```

Calculated values
Orbital gap (spin up / spin down), eV: 7.07 / 5.90
HOMO energy (spin up / spin down), eV: -9.3 / -9.8

no.,M (g/mol)
1,113.16
2,842.71